Formula: C43H33CdN9O
Source: the Open Molecules 2025 dataset
Level of theory: ωB97M-V with the def2-TZVPD basis set

Each line ends with the Löwdin charge.
Cartesian coordinates (Å):
Cd1 -0.313 -2.332 0.668  1.41
C1 -1.621 -1.077 3.793  -0.02
C2 -0.139 -0.906 3.669  -0.30
C3 0.536 -0.018 4.503  0.01
C4 1.908 0.078 4.417  -0.01
C5 2.590 -0.760 3.545  0.01
C6 1.864 -1.635 2.760  -0.22
N1 0.520 -1.659 2.781  0.06
C7 2.533 -2.646 1.894  -0.21
C8 3.850 -3.020 2.122  0.02
C9 4.417 -3.998 1.325  0.00
C10 3.660 -4.573 0.321  0.02
C11 2.349 -4.154 0.146  -0.23
N2 1.802 -3.217 0.930  0.05
C12 1.517 -4.761 -0.928  -0.26
C13 2.093 -5.069 -2.149  -0.02
C14 1.314 -5.719 -3.096  -0.02
C15 0.024 -6.071 -2.759  0.00
C16 -0.483 -5.722 -1.507  -0.30
C17 -1.852 -6.179 -1.097  -0.02
N3 0.240 -5.025 -0.622  0.13
H1 -1.858 -1.480 4.780  0.10
H2 -2.002 -1.772 3.048  0.03
H3 -2.144 -0.126 3.694  0.09
H4 -0.024 0.581 5.208  0.13
H5 2.450 0.780 5.037  0.13
H6 3.667 -0.720 3.481  0.12
H7 4.415 -2.584 2.931  0.12
H8 5.434 -4.321 1.500  0.13
H9 4.060 -5.359 -0.305  0.13
H10 3.125 -4.814 -2.350  0.12
H11 1.719 -5.969 -4.067  0.12
H12 -0.594 -6.632 -3.447  0.13
H13 -2.039 -7.186 -1.469  0.10
H14 -2.630 -5.538 -1.512  0.07
H15 -1.934 -6.192 -0.013  0.07
C18 1.578 11.096 -2.794  -0.06
O1 0.484 10.512 -2.094  -0.06
C19 0.484 9.184 -1.908  -0.27
C20 -0.618 8.663 -1.220  0.02
C21 -0.709 7.314 -0.979  -0.01
C22 0.295 6.442 -1.417  -0.16
C23 1.385 6.968 -2.100  -0.02
C24 1.491 8.327 -2.349  0.00
C25 0.158 5.017 -1.144  -0.23
N4 -0.845 4.459 -0.496  0.20
C26 -0.564 3.127 -0.475  -0.18
C27 0.623 2.854 -1.116  -0.13
N5 1.077 4.077 -1.542  0.19
C28 1.149 1.541 -1.248  -0.06
C29 2.334 1.213 -1.926  0.03
C30 2.731 -0.095 -1.999  -0.02
C31 1.955 -1.069 -1.370  -0.12
N6 0.841 -0.791 -0.714  0.03
C32 0.411 0.489 -0.659  -0.15
C33 -0.862 0.762 -0.002  -0.15
N7 -1.571 -0.287 0.474  0.03
C34 -2.764 -0.064 0.996  -0.16
C35 -3.326 1.209 1.115  -0.02
C36 -2.610 2.288 0.665  0.04
C37 -1.353 2.074 0.080  -0.06
H16 1.371 12.160 -2.833  0.10
H17 1.647 10.702 -3.810  0.10
H18 2.517 10.928 -2.263  0.10
H19 -1.388 9.346 -0.888  0.13
H20 -1.562 6.913 -0.449  0.11
H21 2.188 6.333 -2.457  0.11
H22 2.351 8.703 -2.882  0.11
H23 1.914 4.272 -2.062  0.15
H24 2.924 1.989 -2.397  0.13
H25 3.630 -0.383 -2.526  0.12
H26 2.255 -2.107 -1.402  0.09
H27 -3.312 -0.932 1.342  0.10
H28 -4.309 1.322 1.551  0.12
H29 -2.991 3.299 0.728  0.13
N8 -5.040 -6.001 3.289  0.21
C38 -4.652 -5.352 2.425  -0.16
C39 -4.166 -4.530 1.353  -0.19
C40 -4.964 -4.196 0.264  0.03
C41 -4.424 -3.400 -0.732  -0.02
C42 -3.121 -2.957 -0.603  -0.15
N9 -2.353 -3.276 0.448  -0.06
C43 -2.862 -4.053 1.404  -0.11
H30 -5.983 -4.554 0.205  0.14
H31 -5.004 -3.120 -1.600  0.13
H32 -2.674 -2.312 -1.349  0.12
H33 -2.218 -4.313 2.235  0.13

total charge	+2
gap between HOMO and LUMO	6.3	eV
spin multiplicity	1
relative energy (zero: lowest compared OMol25 entry of this formula, charge and spin)	9.0	kJ/mol

---

Formula: C62H42ClN4O10
Source: the Open Molecules 2025 dataset
Level of theory: ωB97M-V with the def2-TZVPD basis set

Each line ends with the Löwdin charge.
Cartesian coordinates (Å):
C1 0.286 -2.659 5.220  0.03
C2 1.258 -2.602 4.093  -0.53
O1 1.104 -1.999 3.082  0.12
O2 2.434 -3.302 4.315  -0.02
C3 2.702 -4.364 3.433  -0.16
C4 2.015 -5.662 3.900  -0.04
N1 1.321 -6.411 2.852  -0.04
N2 1.519 -7.755 2.693  0.19
C5 0.701 -8.181 1.716  -0.37
N3 0.605 -9.463 1.307  0.19
N4 0.016 -7.150 1.225  0.18
C6 0.411 -6.095 1.921  -0.71
Cl1 -0.229 -4.570 1.698  0.95
H1 0.750 -3.039 6.121  0.09
H2 -0.083 -1.655 5.398  0.10
H3 -0.561 -3.282 4.943  0.09
H4 3.774 -4.514 3.481  0.14
H5 2.448 -4.114 2.404  0.11
H6 1.354 -5.488 4.743  0.14
H7 2.792 -6.333 4.254  0.13
H8 2.171 -8.279 3.256  0.19
H9 0.471 -10.198 1.977  0.12
H10 0.615 -9.699 0.333  0.12
C7 -4.124 -0.055 -5.601  -0.05
C8 -2.897 0.601 -5.634  -0.05
C9 -2.051 0.551 -4.540  0.01
C10 -2.433 -0.148 -3.402  -0.08
C11 -3.673 -0.794 -3.362  -0.08
C12 -4.511 -0.751 -4.468  0.00
C13 -4.120 -1.520 -2.143  -0.27
O3 -5.187 -2.094 -2.099  0.11
C14 -3.210 -1.517 -0.958  -0.07
C15 -3.623 -2.149 0.206  0.00
C16 -2.798 -2.163 1.317  -0.07
C17 -1.547 -1.557 1.265  -0.10
C18 -1.124 -0.932 0.104  0.01
C19 -1.958 -0.902 -1.008  -0.07
C20 -1.500 -0.199 -2.243  -0.27
O4 -0.406 0.318 -2.298  0.11
H11 -4.779 -0.019 -6.460  0.11
H12 -2.601 1.151 -6.517  0.11
H13 -1.094 1.055 -4.559  0.12
H14 -5.464 -1.259 -4.431  0.12
H15 -4.595 -2.621 0.239  0.10
H16 -3.128 -2.646 2.229  0.09
H17 -0.901 -1.570 2.133  0.07
H18 -0.153 -0.460 0.052  0.12
C21 -8.289 -4.578 1.589  -0.04
C22 -7.085 -3.886 1.506  -0.04
C23 -6.195 -3.923 2.566  0.00
C24 -6.500 -4.647 3.710  -0.08
C25 -7.716 -5.326 3.798  -0.08
C26 -8.605 -5.294 2.731  0.01
C27 -8.086 -6.078 5.031  -0.28
O5 -9.135 -6.678 5.109  0.12
C28 -7.122 -6.063 6.170  -0.08
C29 -7.464 -6.712 7.349  0.00
C30 -6.582 -6.720 8.415  -0.05
C31 -5.349 -6.086 8.306  -0.06
C32 -5.002 -5.437 7.134  -0.01
C33 -5.888 -5.417 6.064  -0.09
C34 -5.508 -4.690 4.820  -0.28
O6 -4.420 -4.156 4.712  0.08
H19 -8.984 -4.553 0.760  0.11
H20 -6.849 -3.318 0.616  0.10
H21 -5.257 -3.390 2.517  0.09
H22 -9.540 -5.830 2.807  0.12
H23 -8.424 -7.204 7.422  0.12
H24 -6.853 -7.220 9.335  0.11
H25 -4.661 -6.096 9.141  0.11
H26 -4.050 -4.935 7.042  0.11
C35 1.749 2.832 -1.279  -0.05
C36 1.564 3.894 -0.401  -0.05
C37 1.274 5.157 -0.889  -0.01
C38 1.177 5.364 -2.259  -0.09
C39 1.380 4.300 -3.141  -0.08
C40 1.659 3.034 -2.646  0.00
C41 1.319 4.502 -4.617  -0.28
O7 1.474 3.575 -5.384  0.10
C42 1.067 5.883 -5.120  -0.08
C43 1.066 6.113 -6.490  0.00
C44 0.832 7.388 -6.976  -0.05
C45 0.590 8.438 -6.097  -0.05
C46 0.592 8.216 -4.731  0.00
C47 0.835 6.940 -4.238  -0.09
C48 0.860 6.728 -2.764  -0.30
O8 0.650 7.645 -1.996  0.09
H27 1.964 1.844 -0.897  0.10
H28 1.645 3.736 0.666  0.11
H29 1.123 5.990 -0.216  0.12
H30 1.804 2.212 -3.332  0.12
H31 1.254 5.290 -7.165  0.12
H32 0.836 7.566 -8.043  0.11
H33 0.402 9.432 -6.481  0.11
H34 0.407 9.025 -4.039  0.12
C49 4.859 8.293 -3.503  -0.04
C50 4.108 7.685 -2.502  -0.04
C51 4.667 6.689 -1.720  0.01
C52 5.980 6.290 -1.939  -0.08
C53 6.730 6.893 -2.952  -0.08
C54 6.167 7.899 -3.727  0.00
C55 8.129 6.463 -3.232  -0.28
O9 8.785 6.989 -4.105  0.11
C56 8.697 5.359 -2.404  -0.08
C57 9.984 4.910 -2.672  0.00
C58 10.535 3.896 -1.908  -0.06
C59 9.805 3.329 -0.869  -0.06
C60 8.521 3.770 -0.600  -0.01
C61 7.959 4.781 -1.369  -0.08
C62 6.565 5.225 -1.077  -0.28
O10 5.930 4.732 -0.168  0.10
H35 4.420 9.073 -4.111  0.11
H36 3.088 7.995 -2.330  0.09
H37 4.091 6.212 -0.939  0.11
H38 6.760 8.361 -4.504  0.12
H39 10.543 5.361 -3.479  0.12
H40 11.536 3.546 -2.120  0.11
H41 10.240 2.541 -0.269  0.11
H42 7.943 3.336 0.204  0.12

total charge	+1
gap between HOMO and LUMO	7.2	eV
spin multiplicity	1
relative energy (zero: lowest compared OMol25 entry of this formula, charge and spin)	0.0	kJ/mol

---

Formula: C6H8O2
Source: the Open Molecules 2025 dataset
Level of theory: ωB97M-V with the def2-TZVPD basis set

Each line ends with the Löwdin charge.
Cartesian coordinates (Å):
C1 -2.016 0.083 -0.394  -0.06
O1 -1.386 -1.197 0.089  -0.12
C2 -0.014 -0.747 0.072  -0.35
O2 1.346 -1.140 0.239  -0.12
C3 2.099 0.021 -0.466  0.02
C4 0.763 1.168 -0.264  -0.11
C5 -0.868 1.211 -0.053  -0.15
C6 0.007 0.552 0.911  -0.19
H1 -2.981 0.140 0.219  0.15
H2 -1.982 -0.032 -1.512  0.12
H3 -0.165 -0.343 -1.169  0.18
H4 3.008 0.518 0.197  0.16
H5 2.397 -0.300 -1.407  0.06
H6 1.274 2.115 0.299  0.15
H7 -1.204 2.255 0.010  0.12
H8 0.150 0.612 1.910  0.12

structure (SMILES)	C1O[C@@H]2OC[C@H]3[C@@H]1[C@@H]23
total charge	0
gap between HOMO and LUMO	10.0	eV
spin multiplicity	1
relative energy (zero: lowest compared OMol25 entry of this formula, charge and spin)	870.2	kJ/mol

---

Formula: C32H42AsIrN4O3S3
Source: the Open Molecules 2025 dataset
Level of theory: ωB97M-V with the def2-TZVPD basis set

Each line ends with the Löwdin spin population.
Cartesian coordinates (Å):
Ir1 -1.362 0.087 2.047  2.75
C1 -4.578 1.537 3.411  0.02
C2 -3.548 1.760 4.511  0.01
S1 -1.886 2.235 3.995  0.12
C3 -2.066 3.775 3.079  0.01
C4 -2.597 3.636 1.659  0.02
S2 -1.734 2.359 0.691  0.12
C5 -3.141 1.713 -0.245  0.01
C6 -4.348 1.217 0.572  0.01
S3 -4.041 0.342 2.144  0.13
H1 -4.866 2.469 2.930  0.00
H2 -5.475 1.122 3.870  0.00
H3 -3.371 0.838 5.068  0.00
H4 -3.918 2.507 5.215  0.00
H5 -1.060 4.198 3.070  0.00
H6 -2.692 4.463 3.648  0.00
H7 -2.465 4.580 1.129  0.00
H8 -3.657 3.407 1.661  0.00
H9 -2.714 0.905 -0.837  0.00
H10 -3.475 2.497 -0.926  0.00
H11 -4.896 0.511 -0.052  0.00
H12 -5.037 2.029 0.795  0.00
N1 0.581 0.539 3.328  0.10
N2 0.421 -0.067 4.583  0.01
C7 -0.848 -0.543 4.950  0.01
O1 -1.084 -0.756 6.115  0.03
O2 -1.677 -0.745 3.956  0.19
H13 1.381 0.134 2.853  0.00
H14 0.720 1.541 3.418  0.00
H15 0.965 0.306 5.347  0.00
C8 6.295 1.866 -2.581  0.00
C9 4.930 1.400 -2.162  0.00
C10 4.255 1.993 -1.105  0.00
C11 2.989 1.570 -0.722  0.00
C12 2.325 2.281 0.434  0.00
C13 2.373 0.505 -1.400  0.00
As1 0.519 0.205 -0.822  0.04
N3 0.584 -0.818 0.772  0.57
C14 1.470 -1.701 1.247  0.06
C15 1.129 -2.409 2.441  0.13
C16 1.981 -3.341 2.979  -0.01
C17 3.208 -3.603 2.369  0.18
C18 3.567 -2.930 1.199  0.00
C19 2.723 -2.006 0.634  0.13
C20 -0.356 -0.893 -2.182  0.03
C21 -0.616 -2.269 -2.165  0.00
C22 -0.077 -3.212 -1.124  0.00
C23 -1.393 -2.812 -3.184  0.00
C24 -1.903 -2.047 -4.223  0.00
C25 -2.718 -2.672 -5.320  0.00
C26 -1.613 -0.690 -4.232  0.00
C27 -0.855 -0.098 -3.229  0.00
C28 -0.559 1.380 -3.339  0.00
C29 3.048 -0.120 -2.465  0.00
C30 2.506 -1.297 -3.232  0.00
C31 4.308 0.348 -2.821  0.00
H16 6.632 2.706 -1.976  0.00
H17 6.293 2.178 -3.626  0.00
H18 7.026 1.062 -2.484  0.00
H19 4.725 2.809 -0.566  0.00
H20 3.004 3.015 0.866  0.00
H21 2.048 1.578 1.225  0.00
H22 1.413 2.796 0.122  0.00
H23 0.161 -2.226 2.891  0.01
H24 1.693 -3.878 3.874  0.00
H25 3.881 -4.333 2.799  0.01
H26 4.518 -3.142 0.727  0.00
H27 3.009 -1.488 -0.267  0.01
H28 -0.452 -2.983 -0.127  0.00
H29 1.012 -3.176 -1.076  0.00
H30 -0.363 -4.235 -1.363  0.00
H31 -1.605 -3.874 -3.159  0.00
H32 -3.138 -3.626 -5.005  0.00
H33 -2.099 -2.854 -6.201  0.00
H34 -3.536 -2.019 -5.623  0.00
H35 -1.987 -0.071 -5.041  0.00
H36 -1.012 1.789 -4.240  0.00
H37 0.516 1.573 -3.397  0.00
H38 -0.940 1.946 -2.484  0.00
H39 2.120 -2.070 -2.568  0.00
H40 3.296 -1.738 -3.838  0.00
H41 1.690 -1.014 -3.898  0.00
H42 4.825 -0.136 -3.642  0.00
O3 -3.445 -2.836 -0.304  0.06
C32 -2.798 -1.955 0.119  0.06
N4 -2.140 -1.030 0.510  0.16

expectation value of S²	8.8073
total charge	+1
gap between HOMO and LUMO (spin up / spin down)	8.2 / 6.0	eV
spin multiplicity	6
relative energy (zero: lowest compared OMol25 entry of this formula, charge and spin)	0.0	kJ/mol

---

Formula: C39H77FN8O7PS
Source: the Open Molecules 2025 dataset
Level of theory: ωB97M-V with the def2-TZVPD basis set

Each line ends with the Löwdin charge.
Cartesian coordinates (Å):
C1 1.219 -3.889 3.294  0.00
C2 1.018 -3.807 1.792  -0.15
C3 -0.293 -3.395 0.983  -0.17
N1 -0.464 -2.119 0.229  -0.10
C4 -1.569 -2.652 -0.706  -0.19
N2 -1.105 -3.408 -1.927  0.03
C5 -1.236 -1.029 1.016  -0.18
F1 -2.739 -1.215 1.134  -0.07
C6 -0.994 -0.822 2.620  -0.09
C7 -0.639 0.695 3.126  -0.19
C8 -1.114 0.895 4.718  -0.14
C9 -1.413 2.519 4.980  -0.19
O1 -0.429 3.096 5.946  -0.26
C10 0.803 3.503 5.245  -0.12
C11 -1.037 0.267 -0.032  -0.14
N3 -2.492 0.619 -0.218  0.03
C12 -2.833 1.826 0.337  -0.53
S1 -3.125 3.378 1.049  0.64
C13 -0.077 -0.156 -1.328  -0.24
C14 0.785 1.226 -1.575  -0.13
C15 0.146 2.415 -2.459  -0.23
N4 -0.865 3.311 -1.733  -0.02
N5 -0.561 -0.434 -2.659  -0.13
C16 -1.883 -0.084 -3.183  -0.08
C17 0.303 -0.740 -3.798  -0.29
C18 1.184 0.229 -4.794  -0.03
O2 0.360 -2.043 -4.208  -0.05
C19 0.728 -1.353 -0.411  -0.27
C20 1.759 -0.683 0.730  -0.13
C21 3.367 -0.872 0.576  -0.14
C22 4.245 -2.201 1.103  -0.03
C23 5.863 -2.390 1.007  -0.07
C24 6.814 -1.228 0.366  -0.07
C25 6.045 0.136 -0.111  -0.03
C26 4.385 0.326 -0.007  -0.13
C27 3.891 1.814 -0.478  -0.12
P1 1.968 -2.417 -1.347  0.95
O3 1.772 -4.092 -1.381  -0.30
O4 3.003 -1.689 -2.471  -0.26
H1 2.074 -3.341 3.875  0.08
H2 0.396 -4.555 3.848  0.09
H3 1.931 -4.284 1.187  0.10
H4 -0.482 -4.395 0.346  0.14
H5 -1.207 -3.437 1.757  0.17
H6 -2.314 -3.385 -0.127  0.17
H7 -2.273 -1.853 -1.171  0.13
H8 -1.670 -3.156 -2.777  0.10
H9 -1.047 -4.438 -1.782  0.06
H10 -1.936 -1.140 3.289  0.14
H11 -0.125 -1.504 3.075  0.11
H12 -1.168 1.559 2.545  0.07
H13 0.526 0.929 3.087  0.12
H14 -2.171 0.370 4.884  0.12
H15 -0.300 0.468 5.468  0.13
H16 -1.324 3.165 4.010  0.10
H17 -2.534 2.662 5.365  0.14
H18 0.624 4.116 4.262  0.08
H19 1.388 2.525 4.935  0.10
H20 1.430 4.203 5.970  0.12
H21 -0.654 1.287 0.450  0.14
H22 1.137 1.786 -0.611  0.09
H23 1.792 0.867 -2.105  0.09
H24 1.047 3.161 -2.714  0.14
H25 -0.323 2.153 -3.490  0.11
H26 -1.725 3.429 -2.311  0.08
H27 -0.441 4.223 -1.457  0.06
H28 -2.284 0.981 -2.818  0.09
H29 -1.799 0.036 -4.369  0.13
H30 -2.774 -0.827 -3.016  0.10
H31 1.789 1.073 -4.265  0.07
H32 1.962 -0.394 -5.451  0.12
H33 0.463 0.747 -5.588  0.11
H34 1.592 -1.177 1.809  0.12
H35 1.547 0.440 0.965  0.10
H36 3.678 -3.093 1.604  0.06
H37 6.387 -3.386 1.406  0.10
H38 7.990 -1.283 0.230  0.10
H39 6.739 1.009 -0.537  0.10
H40 4.796 2.578 -0.312  0.09
H41 3.612 1.924 -1.607  0.08
H42 3.071 2.164 0.281  0.07
H43 1.758 -4.532 -2.281  0.09
H44 3.248 -0.734 -2.311  0.07
C28 2.065 7.529 1.819  -0.07
C29 1.600 6.083 1.664  -0.43
C30 2.668 5.043 2.075  -0.20
O5 3.711 4.860 1.113  -0.22
C31 4.740 5.836 1.171  -0.10
N6 1.148 5.873 0.281  0.04
H45 2.745 7.841 1.022  0.07
H46 1.206 8.209 1.786  0.08
H47 2.570 7.678 2.779  0.08
H48 0.739 5.948 2.330  0.13
H49 2.173 4.068 2.160  0.10
H50 3.086 5.264 3.064  0.12
H51 4.932 6.175 2.194  0.09
H52 4.487 6.682 0.529  0.08
H53 5.657 5.388 0.777  0.09
H54 0.747 4.938 0.206  0.04
H55 1.984 5.826 -0.309  0.08
C32 -8.335 3.117 -0.890  -0.07
C33 -7.959 4.088 -2.006  -0.43
C34 -6.995 3.483 -3.053  -0.19
O6 -5.636 3.386 -2.616  -0.19
C35 -5.360 2.252 -1.809  -0.12
N7 -7.404 5.311 -1.407  0.04
H56 -7.536 2.990 -0.154  0.06
H57 -9.211 3.485 -0.345  0.08
H58 -8.586 2.131 -1.296  0.08
H59 -8.886 4.353 -2.529  0.14
H60 -6.977 4.155 -3.920  0.12
H61 -7.355 2.514 -3.420  0.12
H62 -5.948 1.379 -2.107  0.10
H63 -5.535 2.491 -0.759  0.05
H64 -4.299 2.008 -1.918  0.05
H65 -7.246 5.995 -2.147  0.07
H66 -6.460 5.087 -1.078  0.07
C36 0.648 -7.546 0.678  -0.07
C37 -0.142 -8.143 -0.484  -0.42
C38 0.512 -9.405 -1.092  -0.19
O7 1.638 -9.137 -1.934  -0.19
C39 2.855 -8.928 -1.234  -0.10
N8 -0.353 -7.103 -1.501  0.04
H67 1.529 -6.990 0.348  0.06
H68 0.023 -6.843 1.241  0.06
H69 0.976 -8.327 1.372  0.09
H70 -1.121 -8.440 -0.090  0.14
H71 -0.229 -9.889 -1.739  0.12
H72 0.772 -10.138 -0.318  0.12
H73 2.926 -9.543 -0.333  0.09
H74 2.966 -7.871 -0.987  0.07
H75 3.681 -9.196 -1.901  0.09
H76 -0.963 -7.476 -2.228  0.08
H77 0.540 -6.963 -1.983  0.07

total charge	+1
gap between HOMO and LUMO	5.5	eV
spin multiplicity	1
relative energy (zero: lowest compared OMol25 entry of this formula, charge and spin)	1954.9	kJ/mol

---

The largest force on an atom results, record by record, are as follows: 0.0041 0.0149 0.1157 0.0027 0.1668 hartree/bohr.